Record 1
84
Properties=species:S:1:pos:R:3:mulliken_charge:R:1 method="wB97M-V/def2-TZVPD" homo_energy_ev=-8.94 total_charge=0 multiplicity=1 energy_ha=-8790.06210
C 2.97 -3.98 -2.66 -1.0939
C 3.17 -2.90 -1.49 0.4770
Br 1.53 -1.83 -1.03 -0.0832
C 4.40 -2.67 -0.80 -0.6657
Br 6.02 -3.74 -1.21 -0.1379
C 4.36 -1.49 0.30 0.7365
C 4.34 -1.80 1.81 -0.6300
C 4.26 -0.57 2.79 1.0680
C 4.25 -0.94 4.34 -1.1048
I 5.80 -0.24 5.74 0.0869
C 3.23 -1.78 4.93 -0.0879
C 2.04 -2.42 4.08 -0.7706
I 3.31 -2.26 7.08 0.0544
C 4.19 0.90 2.25 0.4501
C 4.06 2.07 3.33 -0.8565
C 2.58 1.90 4.01 -0.5321
O 1.74 1.33 2.93 0.1524
C 0.37 1.53 3.20 -0.0288
O -0.53 0.78 2.71 -0.5285
C 4.25 1.19 0.72 0.2350
C 4.34 -0.03 -0.28 -0.0168
C 4.40 0.31 -1.83 -0.0997
O 5.02 -0.36 -2.70 -0.5351
C 3.66 1.65 -2.36 0.4830
C 3.14 1.64 -3.82 -0.5313
C 2.47 2.96 -4.32 0.0321
S 1.88 2.97 -6.08 -0.1220
C 0.03 2.86 -6.07 -0.4271
C -0.36 1.38 -5.62 0.4302
O -0.45 0.49 -6.50 -0.5375
O -0.53 1.05 -4.25 0.0084
C -1.94 1.29 -3.93 -0.7786
C -2.45 0.38 -2.70 0.3648
C -1.76 0.84 -1.33 -0.9800
O -3.92 0.52 -2.64 -0.3698
C -4.40 0.17 -1.34 0.5324
O -4.85 1.07 -0.57 -0.4560
C -4.45 -1.34 -0.78 -0.4683
S -4.45 -1.34 1.09 -0.1009
C 2.34 4.16 -3.33 -0.3611
C 2.89 4.14 -1.86 -0.8302
C 3.57 2.84 -1.38 0.5113
C 4.23 2.64 0.08 0.2310
O 4.72 3.68 0.60 -0.5887
H 3.87 -4.66 -2.82 0.3519
H 2.82 -3.38 -3.63 0.2575
H 1.99 -4.54 -2.49 0.2948
H 4.37 -2.89 2.19 0.5622
H 2.44 -3.24 3.36 0.2478
H 1.43 -1.65 3.50 0.1651
H 1.35 -2.98 4.81 0.3768
H 4.89 2.02 4.13 0.1236
H 4.08 3.12 2.90 0.3525
H 2.11 2.91 4.27 0.5359
H 2.58 1.14 4.86 0.3046
H 0.00 2.41 3.83 0.2708
H 3.27 0.70 -4.44 0.3913
H -0.36 3.62 -5.31 0.2461
H -0.33 3.15 -7.11 0.3833
H -2.08 2.39 -3.66 0.1795
H -2.53 1.07 -4.90 0.4235
H -2.24 -0.74 -2.90 0.1210
H -1.77 0.00 -0.55 0.2430
H -0.66 1.08 -1.57 0.3095
H -2.22 1.82 -0.93 0.2976
H -3.55 -1.97 -1.10 0.2843
H -5.41 -1.89 -1.10 0.4034
H -5.74 -1.54 1.59 -0.0166
H 1.85 5.11 -3.75 0.3571
H 2.79 5.05 -1.17 0.3753
C -6.51 1.69 2.24 -0.7029
N -7.22 0.92 3.30 0.9160
O -7.83 -0.08 2.96 -0.5257
O -7.14 1.35 4.44 -0.5463
H -6.66 1.19 1.29 0.2943
H -6.92 2.69 2.23 0.3287
H -5.45 1.70 2.50 0.2438
C -6.97 -4.46 1.89 -0.7283
N -5.62 -4.93 1.47 0.9200
O -5.35 -4.84 0.28 -0.5109
O -4.90 -5.38 2.34 -0.5304
H -7.50 -4.09 1.02 0.2902
H -7.49 -5.30 2.33 0.2938
H -6.82 -3.66 2.62 0.2851



Record 2
82
Properties=species:S:1:pos:R:3:mulliken_charge:R:1 method="wB97M-V/def2-TZVPD" s2=0.78 homo_energy_ev="-7.70 / -7.74" total_charge=0 multiplicity=2 energy_ha=-9191.37932
Hf -0.41 -0.71 0.65 -0.7975
C -0.54 -5.14 2.60 -1.3980
Si -0.45 -3.28 3.03 0.3976
C 0.42 -3.05 4.69 -1.2560
C -2.26 -2.85 3.36 -1.1524
N 0.33 -2.33 1.77 1.0973
C 1.68 -2.58 1.51 0.4817
C 2.37 -3.67 2.06 -0.6976
C 3.73 -3.87 1.93 -1.2543
C 4.49 -2.97 1.20 -0.9302
C 3.85 -1.92 0.58 -0.9287
C 2.48 -1.75 0.69 0.9857
O 1.85 -0.69 0.00 1.2613
C 2.58 0.05 -0.91 -0.2213
C 2.80 1.39 -0.64 -0.3087
C 3.43 2.18 -1.59 -0.7889
C 3.86 1.63 -2.79 -0.5934
C 3.65 0.28 -3.04 -1.0375
C 3.00 -0.51 -2.10 0.4013
H -1.46 -5.57 3.01 0.4172
H 0.29 -5.72 2.99 0.5136
H -0.56 -5.29 1.51 0.3233
H -0.21 -3.42 5.50 0.3866
H 0.62 -1.99 4.88 0.2851
H 1.38 -3.57 4.74 0.3715
H -2.46 -3.15 4.40 0.4796
H -2.95 -3.42 2.74 0.3068
H -2.52 -1.80 3.29 0.3355
H 1.81 -4.39 2.64 0.2318
H 4.19 -4.73 2.40 0.4083
H 5.57 -3.09 1.11 0.4059
H 4.41 -1.21 -0.01 0.4911
H 2.46 1.81 0.30 0.4312
H 3.59 3.23 -1.38 0.4745
H 4.35 2.25 -3.53 0.4241
H 3.98 -0.16 -3.97 0.4259
H 2.81 -1.56 -2.30 0.5257
Cl -3.24 0.12 -1.07 0.0864
C -3.47 -1.39 -1.88 0.5886
C -3.96 -1.43 -3.17 -0.7361
C -4.03 -2.64 -3.84 -0.3689
C -3.57 -3.80 -3.22 -0.6996
C -3.09 -3.77 -1.94 -0.4155
C -3.07 -2.56 -1.19 0.2930
C -2.65 -2.54 0.16 -1.6145
H -4.27 -0.51 -3.65 0.4528
H -4.41 -2.68 -4.85 0.3941
H -3.58 -4.73 -3.77 0.4011
H -2.74 -4.67 -1.46 0.4125
H -2.37 -3.48 0.60 0.1785
H -3.06 -1.79 0.82 1.1271
Se 0.35 -3.29 -3.53 -0.0637
C 0.03 -2.58 -1.99 0.3339
N -0.19 -2.09 -0.95 -0.4675
Cl 0.92 0.59 2.29 -0.5222
Ge -1.29 2.27 3.14 0.8663
Cl -2.21 0.28 2.04 -0.4552
Cl -2.87 2.10 4.66 -0.4140
N 1.31 8.36 -0.73 -0.5110
C 0.50 7.30 -0.43 1.1644
C -0.69 7.09 -1.13 -0.7283
C -1.51 6.03 -0.81 -0.2743
C -1.16 5.16 0.21 -0.1276
C 0.01 5.36 0.93 -0.5297
C 0.84 6.42 0.62 -0.8956
S -2.09 3.69 0.49 1.3649
O -2.47 3.69 1.92 -0.7689
O -3.19 3.64 -0.43 -0.6711
N -1.07 2.43 0.33 0.2740
C -0.72 1.99 -0.88 -0.6518
S -0.89 2.90 -2.37 -0.1471
C -0.28 1.54 -3.26 -0.5933
C 0.00 0.53 -2.44 -1.1671
N -0.24 0.75 -1.09 1.9644
H 1.17 8.84 -1.61 0.2048
H 2.25 8.38 -0.37 0.2044
H -0.96 7.76 -1.94 0.2904
H -2.44 5.86 -1.35 0.5084
H 0.27 4.68 1.73 0.2366
H 1.75 6.58 1.17 0.2969
H -0.19 1.58 -4.33 0.4720
H 0.39 -0.42 -2.76 0.2095